Entry 1:
{
  "formula": "C27H44BrCuNOP2S",
  "method": "wB97M-V/def2-TZVPD",
  "multiplicity": 2,
  "orbital_gap_ev": [5.76, 3.05],
  "total_charge": 2,
  "symbols": ["C", "C", "C", "C", "N", "C", "C", "C", "C", "C", "C", "C", "C", "C", "Cu", "P", "H", "H", "H", "H", "H", "H", "H", "H", "C", "C", "H", "H", "H", "H", "H", "C", "C", "H", "H", "H", "H", "H", "C", "C", "H", "H", "H", "H", "H", "Br", "P", "C", "C", "H", "H", "H", "H", "H", "C", "C", "H", "H", "H", "H", "H", "C", "C", "H", "H", "H", "H", "H", "C", "S", "C", "O", "H", "H", "H", "H", "H", "H"],
  "xyz": [[-1.59909, -6.80014, -1.81281], [-1.00529, -5.76914, -2.62054], [-0.74372, -6.06825, -3.97520], [-0.97015, -7.37084, -4.43811], [-1.45779, -8.30098, -3.65444], [-1.78318, -8.05713, -2.40487], [-0.52061, -4.46144, -2.18538], [-0.19050, -3.66925, -1.24509], [0.05471, -2.68670, -0.18830], [-0.91303, -2.13789, 0.67432], [-0.58294, -1.13550, 1.60974], [0.72244, -0.65295, 1.80051], [1.69993, -1.30214, 1.02007], [1.38574, -2.33160, 0.12380], [0.61160, -2.54910, -2.59365], [-1.35078, 2.08943, 0.45101], [-0.32287, -5.29915, -4.63681], [-1.88615, -6.65576, -0.76524], [-0.72151, -7.57398, -5.46694], [-2.20275, -8.85497, -1.80621], [2.21783, -2.88587, -0.34783], [-1.96430, -2.49302, 0.60564], [2.76626, -1.08160, 1.05500], [-1.44150, -0.71332, 2.12609], [-1.07103, 3.80562, 1.10618], [-1.79355, 4.98551, 0.45073], [0.01964, 3.95936, 1.03984], [-1.27832, 3.74543, 2.18649], [-1.57624, 5.87276, 1.05669], [-1.42824, 5.19930, -0.56154], [-2.88488, 4.88639, 0.39583], [-2.07036, 2.33097, -1.24971], [-3.10480, 1.28620, -1.66086], [-1.21309, 2.28790, -1.94176], [-2.44538, 3.36731, -1.31965], [-3.06095, 1.14471, -2.74491], [-2.93405, 0.29854, -1.21463], [-4.12595, 1.60276, -1.41946], [-2.80688, 1.61072, 1.47342], [-4.02553, 2.53918, 1.47587], [-2.43243, 1.49623, 2.50545], [-3.11778, 0.60764, 1.14067], [-4.84045, 2.00636, 1.98778], [-3.85208, 3.47297, 2.02877], [-4.38209, 2.78430, 0.46582], [1.06230, 0.91316, 2.75673], [3.15853, 1.83583, -1.93100], [1.54177, 2.72185, -1.96880], [1.63131, 4.10923, -2.60341], [1.18639, 2.80043, -0.92864], [0.84837, 2.09333, -2.54576], [0.61981, 4.45586, -2.83317], [2.08784, 4.84432, -1.93264], [2.20296, 4.10564, -3.53726], [3.66381, 1.99377, -0.14921], [5.16596, 2.21017, 0.01469], [3.32939, 1.09723, 0.39096], [3.11823, 2.86803, 0.23075], [5.40504, 2.46211, 1.04916], [5.72346, 1.30758, -0.23621], [5.52709, 3.02646, -0.61359], [2.76507, 0.07524, -2.22507], [3.10047, -0.28864, -3.68443], [1.70625, -0.07886, -1.97130], [3.38528, -0.50257, -1.52062], [3.12890, -1.37757, -3.78694], [2.35382, 0.09783, -4.38681], [4.07415, 0.11132, -3.99931], [-1.51746, -0.55591, 6.43518], [-0.42122, -0.45302, 5.05330], [1.07706, 0.19711, 5.83005], [-0.16218, -1.84611, 4.60610], [-1.38955, 0.32719, 7.05967], [-1.30469, -1.48421, 6.96662], [-2.51385, -0.58232, 5.99051], [1.68301, -0.64021, 6.20321], [1.64633, 0.78204, 5.09461], [0.73841, 0.84483, 6.64685]],
  "atomic_forces_ev_per_a": [[0.584, 0.929, -0.251], [0.198, -0.750, -1.333], [0.026, -0.102, 0.482], [0.167, 1.592, 0.399], [-0.130, -1.381, -0.757], [0.079, 1.503, 0.680], [0.122, 1.374, 3.747], [-1.302, -1.703, -1.015], [0.600, -0.287, 0.945], [-0.653, 0.268, -0.116], [-0.677, -0.369, -0.368], [-0.296, -1.127, -2.041], [0.283, -0.223, 0.143], [0.339, 0.192, -0.480], [0.156, 0.025, -0.640], [-0.655, 0.491, -0.185], [-0.192, -0.438, 0.297], [0.269, 0.118, -0.472], [-0.101, -0.493, -0.142], [-0.011, -0.126, -0.123], [-0.458, 0.423, 0.167], [0.849, 0.505, 0.012], [-0.286, 0.234, 0.490], [0.434, -0.022, 0.274], [0.654, -0.192, -0.091], [0.005, 0.334, 0.129], [-0.305, 0.167, 0.069], [-0.048, 0.030, -0.307], [-0.117, -0.058, -0.176], [-0.023, -0.142, 0.205], [0.311, -0.125, 0.091], [0.502, 0.421, 0.025], [-0.219, -0.055, -0.320], [-0.305, 0.032, 0.243], [-0.110, -0.536, -0.047], [-0.138, 0.034, 0.109], [0.031, 0.192, 0.033], [0.263, -0.165, 0.035], [-0.014, -0.445, 0.073], [-0.285, 0.012, 0.120], [-0.049, -0.037, -0.294], [0.085, 0.231, 0.117], [0.142, 0.258, -0.138], [0.037, -0.275, -0.224], [0.163, -0.038, 0.293], [0.455, 0.018, -1.022], [-1.335, -0.011, 1.779], [0.300, -0.006, -0.756], [-0.185, 0.411, -0.088], [0.060, -0.352, -0.066], [0.207, 0.096, 0.155], [0.151, 0.063, 0.034], [-0.019, -0.167, -0.087], [-0.160, -0.044, 0.156], [0.422, 0.420, -0.405], [0.236, -0.064, 0.189], [-0.130, 0.168, -0.218], [0.037, -0.242, -0.089], [-0.056, -0.046, -0.054], [0.053, 0.036, -0.054], [-0.035, -0.065, 0.051], [0.825, 0.015, -0.317], [-0.249, -0.209, -0.058], [0.051, 0.081, 0.091], [-0.213, 0.132, -0.259], [0.100, 0.017, -0.164], [0.096, 0.011, 0.131], [-0.241, -0.267, 0.164], [-0.064, -0.117, 0.255], [-0.034, 0.421, -0.246], [-0.062, -0.006, 0.527], [0.232, -0.280, -0.303], [-0.208, -0.088, 0.073], [-0.048, 0.114, 0.132], [0.019, -0.053, 0.282], [-0.243, 0.231, -0.026], [-0.230, -0.386, 0.635], [0.341, -0.106, -0.102]]
}


Entry 2:
{
  "formula": "C4H14N2O",
  "method": "wB97M-V/def2-TZVPD",
  "orbital_gap_ev": 9.34,
  "total_charge": 0,
  "symbols": ["N", "C", "C", "N", "C", "C", "H", "H", "H", "H", "H", "H", "H", "H", "H", "H", "H", "H", "H", "H", "O"],
  "xyz": [[1.50780, -1.95815, 0.37799], [0.47838, -1.72990, -0.58802], [-0.72076, -0.87396, -0.07824], [-0.45231, 0.58710, 0.01410], [-1.51813, 1.33155, 0.69590], [-0.00470, 1.20814, -1.21146], [1.96421, -1.14913, 0.80400], [1.17067, -2.44031, 1.20508], [0.02207, -2.71999, -0.73213], [0.81623, -1.35390, -1.55596], [-0.97467, -1.22663, 0.92008], [-1.55603, -0.95786, -0.79408], [-1.20128, 2.37126, 0.79967], [-2.47462, 1.24577, 0.15923], [-1.61875, 0.93511, 1.70644], [0.88631, 0.72148, -1.58710], [0.17196, 2.28397, -1.15746], [-0.75872, 1.11246, -2.00938], [1.95363, 1.17776, 0.63744], [0.60553, 0.70211, 0.93292], [1.70319, 0.73311, 1.46098]],
  "atomic_forces_ev_per_a": [[1.282, -0.173, 0.756], [-1.477, -0.066, 0.971], [0.350, 0.784, -1.144], [0.369, 0.130, 1.243], [0.121, -0.281, -0.197], [-0.660, -0.089, -1.178], [-0.340, 0.378, -0.685], [-0.286, -0.318, -0.386], [0.066, 0.238, -0.497], [0.301, -0.185, 0.181], [-0.270, 0.055, -0.057], [-0.107, -0.407, 0.323], [-0.180, -0.044, -0.163], [0.112, 0.168, 0.124], [-0.141, -0.074, -0.063], [0.261, 0.008, 0.092], [0.106, -0.137, 0.636], [-0.054, -0.156, 0.058], [1.094, 0.178, 0.414], [1.974, -0.478, 1.191], [-2.522, 0.469, -1.619]]
}


Entry 3:
{
  "formula": "C9H14O",
  "method": "wB97M-V/def2-TZVPD",
  "orbital_gap_ev": 9.25,
  "smiles": "Cc1ccc(O)cc1.CC",
  "total_charge": 0,
  "symbols": ["C", "C", "H", "H", "H", "H", "H", "H", "C", "C", "C", "C", "C", "C", "C", "O", "H", "H", "H", "H", "H", "H", "H", "H"],
  "xyz": [[0.62591, -1.04625, -3.93544], [-0.80078, -1.43465, -3.38605], [1.48486, -1.70673, -3.69421], [0.50490, -1.12894, -5.00574], [0.84575, -0.06520, -3.99706], [-0.65634, -2.31703, -2.71833], [-1.19210, -1.67945, -4.28841], [-1.20282, -0.71988, -2.82370], [-1.46003, 2.09903, 2.82595], [0.78695, -0.39698, 0.28412], [1.25972, 0.85863, 0.58147], [-0.36046, -0.94791, 0.85127], [0.49301, 1.64105, 1.39894], [-1.19994, -0.12846, 1.74761], [-0.67473, 1.12702, 1.97311], [1.50492, -1.16848, -0.56587], [0.95021, -1.75447, -1.18639], [2.14263, 1.22415, 0.25798], [-0.68555, -1.99810, 0.83437], [0.87673, 2.68447, 1.43861], [-1.79396, -0.43302, 2.54356], [-1.36324, 1.75692, 3.84843], [-2.60477, 1.81575, 2.59308], [-1.36357, 3.04059, 2.67889]],
  "atomic_forces_ev_per_a": [[-0.776, -3.144, -0.841], [5.290, -2.715, 0.660], [-0.577, 0.679, 0.276], [0.210, -0.842, -0.683], [1.045, 3.535, 1.288], [-0.502, 0.325, -0.669], [-2.648, -0.903, -1.818], [-2.037, 3.051, 1.830], [-4.125, -8.191, 0.527], [-1.245, -1.855, -0.317], [-2.587, -0.928, 1.164], [-2.472, 1.108, 2.594], [0.253, 0.347, -0.506], [5.220, -0.119, -2.265], [-0.442, 2.827, -0.048], [0.140, -1.702, -2.202], [0.997, 1.532, 1.779], [2.715, 0.814, -1.492], [0.706, 0.384, -0.745], [-0.848, -0.700, 0.789], [-1.864, -1.240, 0.452], [0.178, 0.585, 0.556], [2.246, 0.983, 0.557], [1.125, 6.169, -0.886]]
}


Entry 4:
{
  "formula": "C7H15N2",
  "method": "wB97M-V/def2-TZVPD",
  "orbital_gap_ev": 11.01,
  "total_charge": 1,
  "symbols": ["C", "C", "C", "C", "C", "C", "C", "N", "N", "H", "H", "H", "H", "H", "H", "H", "H", "H", "H", "H", "H", "H", "H", "H"],
  "xyz": [[2.28937, -0.00187, -0.20209], [-1.92727, 1.46447, -0.09829], [-0.94438, 0.69647, 0.27840], [-2.38523, 2.70970, 0.56235], [-1.67770, -2.62130, -0.61853], [4.77886, 0.28410, -0.05195], [-0.96109, -1.78152, 0.53070], [3.42904, 0.16823, -0.11693], [-0.37032, -0.45751, -0.28201], [-2.33894, 1.32157, -1.03559], [-0.45924, 0.97200, 1.24913], [-3.48405, 2.59284, 0.60376], [-2.06033, 3.54926, -0.12358], [-1.87349, 2.77044, 1.55601], [-1.04488, -3.24793, -1.23093], [-2.48331, -3.29060, -0.25572], [-2.09958, -1.84667, -1.19227], [5.22998, -0.72160, -0.37850], [5.03816, 0.57828, 1.03885], [5.03158, 1.10897, -0.84492], [-0.01532, -2.12491, 1.05632], [-1.68096, -1.17271, 1.12802], [-0.76427, -0.61425, -1.17592], [0.77337, -0.33545, -0.39629]],
  "atomic_forces_ev_per_a": [[1.275, 0.233, -0.042], [0.550, 0.483, -0.263], [1.573, 1.394, 3.202], [0.667, -0.106, 0.067], [0.600, -0.422, 2.461], [3.233, 0.871, -0.322], [1.196, 1.528, -1.487], [-3.587, -0.736, -0.123], [0.097, -1.831, 0.142], [-1.102, -0.629, -1.959], [-0.290, -0.443, -0.774], [0.501, 0.781, 0.363], [-0.685, -0.634, 1.005], [-0.832, 0.388, -0.714], [0.539, 0.137, 0.001], [0.456, 0.621, 0.113], [-1.043, 0.530, -1.086], [-0.362, 1.650, 0.687], [0.069, -0.459, -2.053], [0.157, -1.481, 1.766], [-1.717, -0.159, -0.392], [0.498, -1.511, 0.141], [-0.194, 0.073, -1.444], [-1.602, -0.277, 0.714]]
}


Energy above the lowest of the compared OMol25 structures with the same formula, charge and spin? In order: 63.8; 49.0; 70.5; 76.3 kcal/mol.